This record from the OMol25 dataset describes C32H37ClGe2IN5OSSc as an isolated structure. The level of theory is ωB97M-V/def2-TZVPD.

```
81
Properties=species:S:1:pos:R:3:forces:R:3
Sc -0.031 -0.042 -0.043 -0.320 -0.001 0.425
N -4.675 -0.197 0.887 0.025 -0.075 0.009
C -3.403 -0.517 0.624 0.174 -0.374 0.047
S -2.603 0.521 -0.592 0.162 0.159 0.187
N -2.822 -1.463 1.296 -0.068 0.239 -0.322
N -1.503 -1.644 0.950 0.023 0.014 0.138
C -0.926 -2.601 1.568 -0.120 0.049 -0.013
C 0.467 -2.915 1.266 0.034 0.010 -0.087
C 1.083 -4.010 1.853 0.008 0.027 -0.016
C 2.380 -4.327 1.484 -0.007 -0.008 0.005
C 3.007 -3.546 0.530 0.003 -0.002 -0.003
C 2.325 -2.459 0.008 -0.006 0.006 0.026
N 1.085 -2.126 0.366 0.147 -0.148 0.105
H -5.137 0.537 0.382 0.021 0.022 0.006
H -5.135 -0.631 1.671 -0.031 -0.017 -0.017
H -1.468 -3.196 2.297 -0.023 -0.004 -0.017
H 0.547 -4.604 2.580 -0.022 0.016 0.001
H 2.883 -5.175 1.928 0.011 0.003 -0.006
H 4.012 -3.759 0.195 0.000 -0.003 -0.002
H 2.803 -1.826 -0.727 0.001 -0.002 0.004
Cl 5.764 2.367 3.158 0.005 0.004 0.016
C 4.164 1.844 2.755 -0.011 -0.014 -0.055
C 3.195 1.812 3.712 -0.032 -0.007 0.011
C 1.873 1.406 3.409 0.192 0.087 -0.067
I 0.440 1.407 4.899 -0.096 -0.018 0.033
C 1.536 1.031 2.134 0.101 -0.035 -0.072
O 0.332 0.671 1.734 -0.283 -0.104 0.079
C 2.565 1.021 1.142 0.066 0.015 0.140
N 2.181 0.587 -0.090 0.109 0.243 -0.262
C 3.056 0.645 -1.075 0.004 -0.073 0.047
C 4.378 1.071 -0.898 0.027 0.011 0.045
C 4.792 1.460 0.350 -0.001 -0.013 -0.056
C 3.876 1.449 1.419 -0.045 -0.015 0.079
H 3.436 2.112 4.722 0.013 0.002 -0.003
H 2.706 0.343 -2.057 -0.005 0.005 -0.002
H 5.048 1.095 -1.744 0.002 -0.001 -0.003
H 5.806 1.791 0.524 0.004 0.000 -0.010
C -2.193 4.415 -1.349 -0.021 0.005 -0.041
C -1.102 3.664 -0.590 0.056 0.047 0.049
Ge -0.189 2.231 -1.639 -0.026 -0.039 -0.248
C 1.437 3.106 -2.390 0.002 -0.063 -0.040
C 1.190 4.504 -2.951 -0.074 0.052 -0.026
C -1.337 2.045 -3.266 0.046 -0.023 -0.047
C -2.044 0.983 -3.672 0.067 0.030 0.074
Ge -2.033 -0.616 -2.556 -0.196 0.171 -0.042
C -0.230 -1.457 -2.518 0.205 -0.174 0.052
C 0.351 -1.325 -3.934 -0.023 -0.059 -0.027
C -3.392 -2.016 -2.697 0.058 0.033 0.157
C -3.171 -3.057 -3.793 0.050 -0.014 -0.038
C -2.898 0.996 -4.885 -0.028 -0.006 0.015
C -3.756 2.069 -5.130 0.012 -0.050 0.038
C -4.540 2.099 -6.272 -0.001 -0.019 -0.008
C -4.480 1.057 -7.188 -0.029 0.059 0.006
C -3.632 -0.013 -6.955 0.027 -0.051 0.003
C -2.851 -0.045 -5.808 -0.046 0.006 -0.092
H -2.660 5.185 -0.731 0.007 0.001 0.012
H -2.983 3.735 -1.680 -0.001 0.004 0.005
H -1.799 4.906 -2.241 0.005 -0.002 0.003
H -1.515 3.234 0.325 0.016 -0.042 -0.014
H -0.320 4.358 -0.266 -0.006 0.001 0.005
H 1.845 2.461 -3.177 -0.001 -0.017 0.021
H 2.197 3.150 -1.605 -0.014 0.021 0.019
H 0.436 4.495 -3.741 0.010 -0.009 -0.005
H 2.098 4.936 -3.379 0.011 -0.007 0.012
H 0.839 5.189 -2.177 0.001 -0.009 0.005
H -1.393 2.911 -3.931 -0.018 0.024 0.028
H -0.347 -2.509 -2.246 -0.032 0.012 0.001
H 0.561 -1.088 -1.847 -0.137 0.039 -0.230
H -0.268 -1.849 -4.665 -0.023 0.020 -0.004
H 1.347 -1.766 -3.989 0.000 -0.006 0.011
H 0.412 -0.280 -4.237 0.022 0.003 -0.005
H -4.365 -1.532 -2.796 0.016 0.029 -0.056
H -3.390 -2.501 -1.716 0.003 0.014 -0.001
H -3.353 -2.642 -4.782 0.007 0.011 -0.015
H -3.850 -3.899 -3.661 -0.015 0.011 0.004
H -2.155 -3.460 -3.777 -0.007 -0.004 0.005
H -3.813 2.873 -4.406 0.002 0.013 -0.008
H -5.203 2.937 -6.445 -0.004 -0.003 -0.012
H -5.093 1.081 -8.079 -0.001 0.001 -0.002
H -3.571 -0.824 -7.670 -0.002 0.004 0.000
H -2.172 -0.876 -5.656 0.021 -0.006 0.041
```
Positions in Å, forces in eV/Å.

Values from the calculation:
Strongest force on any atom in eV/Å: 0.53
Total charge: +1
Orbital gap in eV: 6.24
HOMO energy in hartree: -0.36332
Relative energy (zero: lowest compared OMol25 entry of this formula, charge and spin) in kcal/mol: 0.0
Spin multiplicity: 1
Lowest unoccupied orbital energy in eV: -3.649
E in eV: -208471.1196

Löwdin atomic charge list, values in e, 5 entries:
1 Sc 0.636
2 N 0.119
3 C -0.709
4 S 0.748
5 N 0.026